Record 1
A structure of composition C4H4N2OS. Source: the OMol25 dataset; level of theory: ωB97M-V/def2-TZVPD.

Values from the calculation:
* LUMO level (spin up / spin down): -1.8906 / -1.8940 eV
* HOMO energy (spin up / spin down): -8.21 / -8.21 eV
* ΔE to the lowest compared entry with this formula, charge and spin: 101.7 kcal per mole

Geometry (Å):
C  1.1632  -0.2959  -1.7954
C  1.8032  1.2941  -2.7420
C  0.3760  0.4268  -0.7922
C  0.0983  -0.2713  0.4357
N  1.5828  2.1753  -1.7946
N  1.1101  1.8072  -0.6704
O  2.2363  1.1952  -3.8213
S  1.1404  -1.7644  -2.3135
H  -0.5127  0.6790  -1.2600
H  -0.6384  0.3086  0.9326
H  0.9681  -0.5193  0.9836
H  -0.4837  -1.2155  0.2574

Record 2
A structure of composition C4H4N2OS. Source: the OMol25 dataset; level of theory: ωB97M-V/def2-TZVPD.

Values from the calculation:
* LUMO level: -1.3006 eV
* HOMO energy: -9.36 eV
* ΔE to the lowest compared entry with this formula, charge and spin: 99.4 kcal per mole

Geometry (Å):
C  1.2050  -0.7974  -0.6484
C  0.0502  0.6283  1.0591
C  -0.2674  1.8016  0.0677
C  -1.3475  -0.9662  -0.2657
H  1.2481  -1.5622  -1.3761
H  1.4357  0.7838  1.0974
H  -0.7456  0.4836  2.0099
H  -1.2989  -1.9201  -1.0780
N  -0.0452  -0.5697  0.0412
N  -0.3467  2.6057  -0.8810
O  -2.4075  -0.4734  -0.0067
S  2.5197  -0.0141  -0.0194

Repeat the second record exactly.
A structure of composition C4H4N2OS. Source: the OMol25 dataset; level of theory: ωB97M-V/def2-TZVPD.

Values from the calculation:
* LUMO level: -1.3006 eV
* HOMO energy: -9.36 eV
* ΔE to the lowest compared entry with this formula, charge and spin: 99.4 kcal per mole

Geometry (Å):
C  1.2050  -0.7974  -0.6484
C  0.0502  0.6283  1.0591
C  -0.2674  1.8016  0.0677
C  -1.3475  -0.9662  -0.2657
H  1.2481  -1.5622  -1.3761
H  1.4357  0.7838  1.0974
H  -0.7456  0.4836  2.0099
H  -1.2989  -1.9201  -1.0780
N  -0.0452  -0.5697  0.0412
N  -0.3467  2.6057  -0.8810
O  -2.4075  -0.4734  -0.0067
S  2.5197  -0.0141  -0.0194

> Number 1 is which compound?

C4H4N2OS